[1]
# C14H2BCl41O5

A 11-piece molecular cluster, C14H2BCl41O5 overall (wB97M-V/def2-TZVPD, the Open Molecules 2025 dataset).

Results
SMILES: O=C1OC(=O)C(B(O)O)=C1Cl.ClC(Cl)(Cl)Cl.ClC(Cl)(Cl)Cl.ClC(Cl)(Cl)Cl.ClC(Cl)(Cl)Cl.ClC(Cl)(Cl)Cl.ClC(Cl)(Cl)Cl.ClC(Cl)(Cl)Cl.ClC(Cl)(Cl)Cl.ClC(Cl)(Cl)Cl.ClC(Cl)(Cl)Cl
Strongest force on any atom in eV Å⁻¹: 3.2
Net charge: 0
E_tot in eV: -538882.350
Orbital gap in Eh: 0.367

CARTESIAN COORDINATES (ANGSTROEM)
Cl (2.981921, 2.520598, -4.888385)
C (-1.037056, -0.700168, 0.706670)
Cl (-0.640456, -3.786627, 4.248963)
Cl (1.805950, -2.702125, 3.151926)
C (1.099823, 6.822272, -0.086227)
Cl (-3.600299, 7.388700, -3.972070)
Cl (0.970659, -1.142282, -1.945946)
C (2.158400, 0.164847, -1.867707)
Cl (0.747904, 3.985485, -5.995954)
Cl (-4.056532, 2.020012, 0.965828)
C (2.435670, 4.100365, -5.472308)
Cl (3.025323, 10.287042, -3.513320)
C (-2.188904, 6.723674, -4.811706)
Cl (-2.623803, 5.175771, -5.559615)
Cl (1.882010, 8.371189, -5.352443)
Cl (-1.370455, -9.468737, 5.564112)
O (-2.088723, -1.502012, 0.222017)
H (0.221566, 2.496713, -0.147865)
O (0.042618, -1.091933, 0.871008)
C (-1.580617, 0.718202, 0.996927)
Cl (3.444058, 4.612834, -6.836658)
Cl (-0.500437, 7.567196, -0.254772)
Cl (1.356290, 1.714964, -2.200815)
C (-3.175513, -4.996537, 0.416457)
Cl (-0.302595, -0.918588, 4.014558)
Cl (-3.550745, -12.895985, 6.439054)
Cl (1.226942, -2.401719, 5.970309)
Cl (-3.511975, -6.672110, -0.058765)
O (-4.317984, -1.126229, 0.154474)
Cl (7.015225, 0.160034, 0.790188)
Cl (-0.876987, 6.475119, -3.649117)
Cl (5.515309, -1.078449, -1.349195)
Cl (6.713795, -2.716725, 0.714459)
C (0.522327, -2.451868, 4.344831)
Cl (0.201163, -7.046794, 5.397129)
Cl (-3.815099, -14.207484, 3.873755)
Cl (-2.295776, -7.257535, 3.944909)
C (-0.864874, -8.142823, 4.504343)
Cl (1.165012, 5.338137, -1.051303)
O (-0.069646, 2.879890, 0.697987)
O (-0.551907, 2.060942, 2.897771)
Cl (1.386771, 6.434110, 1.617304)
Cl (-3.541809, -11.331281, 4.008750)
C (1.513197, 9.658466, -4.194358)
Cl (0.647183, 10.967484, -5.016971)
Cl (3.434299, -0.125863, -3.089757)
C (-3.228575, -0.735907, 0.334148)
C (6.909295, -1.256135, -0.269675)
Cl (8.391363, -1.385997, -1.231845)
Cl (2.346439, 7.944245, -0.657199)
Cl (-4.682895, -4.206187, 0.896936)
Cl (-2.044989, -4.981234, 1.780694)
Cl (0.001764, -8.801723, 3.107055)
H (-0.664294, 2.989193, 3.161454)
Cl (-2.454448, -4.128114, -0.948828)
C (-2.910351, 0.715704, 0.786563)
Cl (2.567235, 5.284021, -4.163448)
Cl (0.501047, 9.010199, -2.894358)
Cl (-1.661553, 7.856928, -6.066025)
C (-4.223429, -12.757073, 4.805212)
B (-0.677798, 1.944973, 1.507279)
Cl (2.864562, 0.221930, -0.250312)
Cl (-5.984596, -12.594995, 4.903880)

Atoms 1-2, force components in eV/Å:
0.078 0.269 -0.335
-2.604 1.875 0.002

Results of the natural (NBO) charge analysis, in e, for atoms 1 through 6: atom 1 (Cl): 0.0514, atom 2 (C): 0.7983, atom 3 (Cl): 0.0524, atom 4 (Cl): 0.0617, atom 5 (C): -0.2179, atom 6 (Cl): 0.0528

[2]
# C2H3GaO

C2H3GaO as an isolated structure (wB97M-V/def2-TZVPD, the Open Molecules 2025 dataset).

Results
Spin multiplicity: 2
Strongest force on any atom in eV Å⁻¹: 3.7
Net charge: +3
E_tot in eV: -56496.353
Expectation value of S²: 0.779
Orbital gap (alpha / beta) in Eh: 0.304 / 0.334

CARTESIAN COORDINATES (ANGSTROEM)
C (-0.925699, 0.010825, 0.947790)
O (-0.085851, -0.556099, -0.712989)
H (0.825565, 1.308892, 0.154128)
H (0.606622, -1.155178, -1.026706)
Ga (-1.805532, -0.195908, -1.210251)
H (1.045209, 0.204908, 1.342193)
C (0.339686, 0.382559, 0.505835)

Atoms 1-2, force components in eV/Å:
-0.219 0.907 0.496
2.439 1.102 1.808

Results of the natural (NBO) charge analysis, in e, for atoms 1 through 6: atom 1 (C): 0.7945, atom 2 (O): -0.8310, atom 3 (H): 0.4709, atom 4 (H): 0.6491, atom 5 (Ga): 1.9025, atom 6 (H): 0.4975

[3]
# C4H9FN2

One molecule with the formula C4H9FN2 (wB97M-V/def2-TZVPD, the Open Molecules 2025 dataset).

Results
Energy above the lowest of the compared OMol25 structures with the same formula, charge and spin in kcal per mole: 120.1
SMILES: NC[C@H](F)[C@@H]1CN1
Strongest force on any atom in eV Å⁻¹: 8.0
Net charge: 0
E_tot in eV: -9986.558
Orbital gap in Eh: 0.365

CARTESIAN COORDINATES (ANGSTROEM)
H (2.313128, -1.026665, -1.062266)
H (-3.358868, -0.409539, 0.426866)
N (1.565373, -0.218420, -0.802337)
C (2.341838, 0.566554, -0.050135)
H (2.423327, 1.657609, -0.470715)
H (-0.575094, 0.429180, 1.676620)
H (1.265446, -0.821033, 1.381096)
C (-0.373452, 0.405397, 0.658543)
N (-2.684898, 0.178406, -0.279716)
C (1.085611, -0.130905, 0.521682)
F (-0.647603, 1.626050, -0.180220)
H (-0.680764, -0.551976, -1.153251)
H (-3.263689, -0.067235, -1.277918)
H (3.390568, 0.201186, 0.242662)
C (-1.263833, -0.396940, -0.073204)
H (-1.537093, -1.441675, 0.442297)

Atoms 1-2, force components in eV/Å:
-3.461 1.343 0.540
2.158 1.947 -2.135

Results of the natural (NBO) charge analysis, in e, for atoms 1 through 6: atom 1 (H): 0.3604, atom 2 (H): 0.3401, atom 3 (N): -0.5937, atom 4 (C): -0.2102, atom 5 (H): 0.1962, atom 6 (H): 0.1799

[4]
# C6H12N2O

A 2-piece molecular cluster, C6H12N2O overall (wB97M-V/def2-TZVPD, the Open Molecules 2025 dataset).

Results
Energy above the lowest of the compared OMol25 structures with the same formula, charge and spin in kcal per mole: 146.1
Strongest force on any atom in eV Å⁻¹: 2.8
Net charge: 0
E_tot in eV: -11438.334
Orbital gap in Eh: 0.270

CARTESIAN COORDINATES (ANGSTROEM)
H (0.091210, -1.758357, 0.542205)
H (-2.387790, 1.987661, 0.647674)
H (0.504137, 2.121839, -0.821862)
C (0.634533, -1.080041, 2.486555)
C (0.731503, 0.230609, -1.154031)
H (1.150114, -0.337119, 3.082986)
H (0.115693, -1.872832, 3.007199)
N (1.409055, -0.100025, 0.399434)
H (1.029132, -0.552457, -3.084162)
C (-1.395783, 1.552560, 0.514162)
C (0.925473, -0.764394, -2.030690)
H (-0.615394, 2.000480, 1.125937)
N (-2.151019, -0.278448, -0.830542)
H (1.404314, 0.822304, 0.834974)
H (-3.077350, 0.131447, -0.908600)
H (1.010485, -1.797159, -1.721403)
O (0.791183, 1.523712, -1.555032)
H (2.334463, -0.500736, 0.198883)
H (-1.886074, -0.782401, -1.665717)
C (0.545008, -0.995303, 1.156496)
C (-1.162894, 0.448662, -0.224466)

Atoms 1-2, force components in eV/Å:
-0.261 0.170 -0.022
0.050 -0.070 0.049

Results of the natural (NBO) charge analysis, in e, for atoms 1 through 6: atom 1 (H): 0.2308, atom 2 (H): 0.1842, atom 3 (H): 0.4985, atom 4 (C): -0.4009, atom 5 (C): 0.5003, atom 6 (H): 0.1993

[5]
# C4H12

A 2-piece molecular cluster, C4H12 overall (wB97M-V/def2-TZVPD, the Open Molecules 2025 dataset).

Results
Energy above the lowest of the compared OMol25 structures with the same formula, charge and spin in kcal per mole: 24.4
SMILES: CC.CC
Strongest force on any atom in eV Å⁻¹: 2.8
Net charge: 0
E_tot in eV: -4341.468
Orbital gap in Eh: 0.460

CARTESIAN COORDINATES (ANGSTROEM)
H (1.138552, -0.929825, -0.799840)
H (-0.066085, 1.663165, -1.206297)
C (-1.109840, 1.526821, -1.044052)
H (1.679293, -3.391915, -0.167675)
H (-0.752984, 2.033140, 0.945697)
C (-1.382850, 2.472547, 0.154009)
H (-0.965279, 3.594408, 0.085955)
C (1.156342, -2.848940, 0.605660)
H (2.246292, -0.916817, 0.589453)
H (-1.566815, 1.873990, -1.966641)
H (-1.476549, 0.504225, -1.018992)
H (0.522478, -0.763746, 0.823585)
H (1.678151, -3.118236, 1.513113)
H (-0.006062, -2.955748, 0.720053)
C (1.290751, -1.365340, 0.254430)
H (-2.385400, 2.622273, 0.511549)

Atoms 1-2, force components in eV/Å:
0.201 -1.575 1.160
0.957 -0.795 -0.278

Results of the natural (NBO) charge analysis, in e, for atoms 1 through 6: atom 1 (H): 0.2127, atom 2 (H): 0.2076, atom 3 (C): -0.6189, atom 4 (H): 0.2094, atom 5 (H): 0.2011, atom 6 (C): -0.6088

[6]
# C3H4N4

One molecule with the formula C3H4N4 (wB97M-V/def2-TZVPD, the Open Molecules 2025 dataset).

Results
Energy above the lowest of the compared OMol25 structures with the same formula, charge and spin in kcal per mole: 109.4
SMILES: C=Cc1nnn[nH]1
Strongest force on any atom in eV Å⁻¹: 8.7
Net charge: 0
E_tot in eV: -9132.112
Orbital gap in Eh: 0.346

CARTESIAN COORDINATES (ANGSTROEM)
H (-1.853352, -0.588204, 1.430925)
N (-1.675845, 1.386346, 1.017193)
H (2.028071, -1.366963, -1.604200)
N (-1.071752, 2.073655, 0.265165)
C (0.467676, -1.007691, -0.336337)
C (1.486523, -0.511812, -1.148060)
H (0.229798, -2.074091, 0.205706)
H (1.636483, 0.489934, -1.394901)
N (0.078245, 1.328732, -0.125941)
C (-0.123249, 0.101965, 0.407999)
N (-1.202597, 0.168130, 1.282449)

Atoms 1-2, force components in eV/Å:
-0.101 0.261 0.313
-7.105 -0.648 4.962

Results of the natural (NBO) charge analysis, in e, for atoms 1 through 6: atom 1 (H): 0.4207, atom 2 (N): -0.0515, atom 3 (H): 0.1971, atom 4 (N): -0.0162, atom 5 (C): -0.2852, atom 6 (C): -0.2723